{"formula": "C32H60F5IrN6O4PS", "method": "ωB97M-V/def2-TZVPD", "elements": ["Ir", "N", "C", "C", "C", "C", "N", "C", "N", "N", "C", "O", "O", "H", "H", "H", "H", "H", "H", "H", "H", "H", "H", "H", "H", "H", "H", "O", "P", "C", "C", "C", "C", "C", "C", "C", "C", "C", "C", "C", "C", "C", "C", "C", "C", "C", "C", "H", "H", "H", "H", "H", "H", "H", "H", "H", "H", "H", "H", "H", "H", "H", "H", "H", "H", "H", "H", "H", "H", "H", "H", "H", "H", "H", "H", "H", "H", "H", "H", "H", "S", "C", "N", "C", "C", "N", "H", "H", "H", "H", "H", "H", "F", "C", "F", "C", "F", "F", "F", "C", "C", "C", "O", "H", "H", "H", "H", "H", "H", "H"], "positions_angstrom": [[-1.081917, -1.279886, 0.564134], [-0.656917, -0.873986, 2.894334], [0.577683, -1.508886, 3.322334], [1.128583, -1.011486, 4.671034], [1.199183, 0.507614, 4.832534], [2.172983, 1.189714, 3.874634], [3.525883, 0.736314, 4.140934], [4.462283, 0.360214, 3.283434], [5.639683, -0.047486, 3.758134], [4.307983, 0.475614, 1.961434], [1.642583, -1.375786, 2.197834], [2.788283, -1.740186, 2.417134], [1.239683, -0.856386, 1.106134], [-0.571717, 0.142014, 2.901134], [-1.434317, -1.142686, 3.487134], [0.398983, -2.586886, 3.412934], [2.123283, -1.446586, 4.785334], [0.499783, -1.403186, 5.471534], [1.510183, 0.723514, 5.855034], [0.213783, 0.954914, 4.704734], [2.126683, 2.274314, 4.014634], [1.901883, 0.976614, 2.843034], [3.751283, 0.681214, 5.124334], [5.814583, -0.114186, 4.746534], [6.366183, -0.372986, 3.143034], [3.376283, 0.543814, 1.575834], [4.984583, 0.014614, 1.374734], [-1.064417, 1.079214, 0.284934], [-1.106617, 2.077814, -0.842466], [-1.299717, 1.100414, -2.434466], [-2.282517, -0.034786, -2.174366], [-2.598417, -0.824986, -3.443066], [-1.443617, -0.783986, -4.443066], [-0.107217, -0.760186, -3.713566], [0.048483, 0.504714, -2.854266], [0.419983, 3.167714, -0.672366], [0.761183, 4.087914, -1.854366], [1.937383, 3.653914, -2.727766], [3.131383, 3.229914, -1.883666], [2.735783, 2.053814, -0.999566], [1.621183, 2.452614, -0.034666], [-2.474617, 3.297314, -0.403666], [-3.888317, 2.728514, -0.505566], [-4.488817, 2.800414, -1.905466], [-4.419617, 4.210214, -2.476466], [-2.971917, 4.692014, -2.466966], [-2.436517, 4.683514, -1.039066], [-1.687517, 1.750114, -3.221466], [-3.209017, 0.318214, -1.726366], [-1.806717, -0.713086, -1.415366], [-3.489617, -0.406286, -3.912866], [-2.841717, -1.855886, -3.177066], [-1.513217, 0.103214, -5.073466], [-1.494617, -1.653886, -5.096066], [0.707383, -0.825186, -4.438166], [-0.054517, -1.643286, -3.072166], [0.611283, 1.251814, -3.409966], [0.610583, 0.241714, -1.953166], [0.016883, 3.806914, 0.127334], [1.015083, 5.067314, -1.438166], [-0.114417, 4.217814, -2.492066], [2.216783, 4.493814, -3.365666], [1.654983, 2.831814, -3.386866], [3.467983, 4.064414, -1.263166], [3.956983, 2.947414, -2.538066], [3.607583, 1.731414, -0.425766], [2.419783, 1.220514, -1.627866], [2.052283, 3.128414, 0.711334], [1.251783, 1.564014, 0.483034], [-2.230217, 3.397014, 0.667034], [-4.520317, 3.323914, 0.159134], [-3.908717, 1.711614, -0.121666], [-5.527117, 2.471014, -1.856166], [-3.966417, 2.126014, -2.583866], [-5.027917, 4.888914, -1.875766], [-4.812017, 4.213614, -3.493466], [-2.915817, 5.704514, -2.869966], [-2.357617, 4.044114, -3.100666], [-3.083017, 5.324714, -0.432466], [-1.442017, 5.125114, -0.991166], [-0.333617, -3.261586, -1.078866], [1.372383, -3.315686, -1.119766], [2.187883, -2.306686, -0.848466], [3.573683, -2.690986, -1.058466], [3.479383, -4.175386, -1.475466], [2.043383, -4.379986, -1.557166], [1.916083, -1.564186, -0.174466], [4.152883, -2.546186, -0.143366], [4.000183, -2.065486, -1.851066], [3.918383, -4.842486, -0.725366], [3.947983, -4.368286, -2.442766], [1.616883, -5.243986, -1.848066], [-4.083717, -0.419886, 0.418134], [-3.337517, -1.514386, 0.777734], [-3.691417, -2.476786, -0.139166], [-3.872617, -1.919986, 2.155734], [-3.805017, -0.852986, 2.970934], [-3.104917, -2.858386, 2.742434], [-5.115717, -2.373086, 2.158134], [-2.131317, -5.306186, 0.898534], [-0.936417, -4.686586, 1.631634], [0.187083, -5.728786, 1.761634], [-0.441317, -3.522486, 1.090934], [-2.558017, -6.089986, 1.517134], [-1.809617, -5.745186, -0.044766], [-2.904617, -4.571586, 0.702334], [-1.291717, -4.425086, 2.646534], [0.477383, -6.079386, 0.772634], [-0.178817, -6.572786, 2.339034], [1.055483, -5.303286, 2.260734]], "forces_ev_per_a": [[-0.335, -0.185, 0.862], [-0.411, 0.106, -0.508], [0.921, -0.231, -0.091], [-0.179, 0.020, -0.070], [0.188, -0.272, -0.234], [-0.294, 0.285, 0.019], [0.097, -0.122, 0.244], [0.151, 0.280, -0.146], [0.141, -0.162, 0.041], [0.002, 0.241, 0.139], [-0.262, -0.473, 1.176], [0.028, -0.266, -0.024], [-0.688, 0.566, -1.063], [-0.148, -0.117, -0.021], [-0.129, 0.067, -0.013], [-0.053, 0.170, -0.047], [-0.090, -0.075, 0.039], [0.029, -0.065, 0.026], [-0.091, 0.107, 0.103], [-0.028, 0.139, 0.085], [-0.001, -0.079, -0.109], [0.040, 0.055, -0.105], [0.140, -0.046, -0.102], [-0.016, -0.005, -0.041], [-0.043, 0.048, 0.033], [0.106, -0.065, 0.016], [-0.098, 0.022, -0.002], [0.056, -2.062, 1.333], [-0.122, 1.650, -1.065], [0.170, 0.485, 0.679], [-0.290, 0.060, 0.197], [0.039, 0.023, -0.172], [0.130, -0.119, 0.058], [-0.093, -0.069, -0.127], [0.064, -0.051, -0.107], [-0.582, -0.442, 0.062], [0.032, 0.004, -0.209], [0.111, 0.106, 0.163], [-0.073, -0.233, -0.234], [0.036, 0.309, 0.055], [0.098, -0.294, -0.051], [0.412, -0.492, -0.146], [-0.072, -0.211, 0.047], [-0.195, 0.142, 0.133], [0.288, -0.227, -0.206], [-0.185, 0.235, 0.181], [0.231, 0.137, -0.136], [-0.069, 0.088, 0.062], [0.069, -0.083, 0.151], [-0.142, 0.101, -0.353], [-0.083, -0.016, 0.076], [-0.003, 0.011, 0.014], [-0.073, 0.027, -0.106], [-0.011, 0.062, -0.122], [0.047, -0.019, 0.139], [0.088, -0.007, -0.092], [0.059, -0.044, 0.127], [0.129, 0.064, 0.011], [-0.035, -0.061, -0.149], [-0.120, 0.022, -0.058], [-0.024, 0.189, 0.025], [-0.075, -0.042, -0.061], [0.046, 0.054, -0.034], [0.042, 0.036, 0.016], [0.072, 0.057, 0.042], [0.008, -0.118, 0.037], [0.052, -0.081, -0.037], [-0.022, -0.004, 0.010], [0.049, 0.052, 0.193], [0.040, -0.073, -0.153], [0.014, 0.001, 0.063], [-0.090, -0.031, 0.057], [0.002, -0.114, -0.043], [0.037, -0.129, -0.123], [-0.065, 0.040, -0.012], [-0.080, 0.082, 0.013], [0.109, -0.041, -0.055], [0.004, 0.012, -0.122], [0.018, 0.001, 0.042], [0.015, 0.039, 0.034], [-0.677, 0.355, -0.101], [0.580, 0.213, -0.354], [-0.367, -0.358, 0.098], [0.467, 0.134, -0.211], [0.578, -0.126, 0.017], [-0.361, 0.122, 0.142], [-0.055, -0.108, -0.160], [-0.096, -0.074, -0.073], [0.020, -0.168, 0.135], [-0.062, 0.083, -0.168], [-0.014, 0.035, 0.151], [-0.122, 0.077, 0.018], [0.422, -0.197, 0.270], [0.184, 0.282, -1.084], [0.192, -0.090, 0.399], [-0.020, -0.056, 0.797], [-0.023, 0.260, -0.094], [0.216, -0.229, -0.300], [0.076, 0.149, -0.339], [0.227, 0.346, 0.078], [-0.482, -1.831, 0.690], [-0.341, 0.505, 0.042], [0.407, 1.932, 0.080], [-0.030, -0.114, 0.027], [0.015, -0.025, -0.087], [-0.085, 0.065, -0.037], [0.130, 0.064, -0.181], [0.053, -0.067, -0.091], [0.054, -0.153, 0.027], [0.074, 0.005, 0.047]], "lowdin_spin": [2.899, 0.145, 0.010, 0.007, 0.001, 0.000, 0.000, 0.000, 0.000, 0.000, 0.004, 0.009, 0.046, 0.003, 0.002, 0.000, 0.001, 0.000, 0.000, 0.001, 0.000, 0.000, 0.000, 0.000, 0.000, 0.000, 0.000, 0.120, 0.014, 0.005, 0.055, 0.007, 0.001, 0.012, 0.000, 0.004, 0.001, 0.000, 0.000, 0.000, 0.000, 0.003, 0.000, 0.000, 0.000, 0.000, 0.001, 0.003, 0.000, 0.021, 0.003, 0.001, 0.000, 0.000, 0.000, 0.011, 0.000, 0.000, 0.000, 0.000, 0.000, 0.000, 0.000, 0.000, 0.000, 0.000, 0.000, 0.000, 0.000, 0.000, 0.000, 0.000, 0.000, 0.000, 0.000, 0.000, 0.000, 0.000, 0.000, 0.000, 0.479, 0.080, 0.034, 0.004, 0.005, 0.039, 0.000, 0.001, 0.001, 0.002, 0.001, 0.002, 0.026, 0.133, 0.037, 0.019, 0.002, 0.002, 0.007, 0.016, 0.051, 0.010, 0.624, 0.000, 0.004, 0.000, 0.027, 0.001, 0.002, 0.000], "homo_ha": [-0.481, -0.531], "e_above_lowest_kcal_mol": 16.3, "total_charge": 2, "s2": 8.7671, "total_energy_ha": -3227.52074, "spin_multiplicity": 6, "lumo_ev": [-4.252, -7.397], "orbital_gap_ha": [0.3243, 0.2591]}